21
Properties=species:S:1:pos:R:3:forces:R:3:nbo_charge:R:1 method="wB97M-V/def2-TZVPD" orbital_gap_ev=9.66 de_lowest_ev=2.809 total_charge=0
C 1.272355 0.649334 0.080001 -0.11 0.06 0.03 0.39
C -0.067248 0.661227 -0.670948 -0.46 0.09 0.28 -0.20
C -0.279750 -0.463689 -1.688709 -1.02 -0.40 -0.09 -0.55
C -0.432844 2.066845 -1.122597 -0.11 -0.20 0.10 -0.60
C -0.675553 -1.907477 1.778893 0.40 0.42 0.25 -0.88
C -1.287860 -0.289802 -0.610114 1.84 0.64 -1.01 0.65
O 1.034828 1.020225 1.410153 -0.23 0.16 0.22 -0.72
O 1.981709 -0.549270 0.006597 0.09 -0.33 0.09 -0.72
O -2.401617 -0.520073 -0.269673 -0.02 0.16 0.35 -0.49
H 1.510319 -1.219675 0.521129 0.00 0.08 0.01 0.48
H 1.876007 1.111962 1.873124 0.02 -0.01 -0.14 0.48
H 1.940006 1.382287 -0.402598 -0.23 -0.15 -0.05 0.15
H -0.358929 -0.849164 1.693382 -0.35 -0.64 0.27 0.23
H 0.378405 -1.318386 -1.622064 0.17 0.00 0.12 0.25
H -0.591805 -0.226767 -2.696440 0.04 0.09 -0.21 0.23
H 0.303500 2.457189 -1.825431 0.16 -0.03 -0.01 0.21
H -1.395149 2.075163 -1.629542 -0.12 0.03 0.03 0.22
H -0.485442 2.729688 -0.260850 -0.05 0.06 0.00 0.23
H -1.751079 -1.989245 1.866244 -0.14 0.14 -0.15 0.24
H -0.337639 -2.461542 0.909576 -0.05 -0.18 -0.23 0.20
H -0.232215 -2.358831 2.659866 0.19 0.02 0.15 0.21

16
Properties=species:S:1:pos:R:3:forces:R:3:nbo_charge:R:1 method="wB97M-V/def2-TZVPD" orbital_gap_ev=8.97 de_lowest_ev=2.235 total_charge=+1
C 1.923377 0.471558 0.760174 1.96 -0.18 1.13 -0.69
C 0.895610 0.480169 -0.296928 -1.53 0.99 1.56 0.11
C 0.813118 1.508821 -1.130001 0.49 -0.27 -2.50 -0.32
C 0.120100 -1.637051 0.495943 0.09 0.99 -1.92 0.10
N -0.161663 -0.509856 -0.089358 1.31 -2.29 1.21 -0.42
H 2.902979 0.146453 0.370256 -0.33 0.16 -0.19 0.25
H 2.126986 1.450539 1.198652 -0.25 0.18 -0.36 0.27
H 1.806552 -0.170942 1.631459 -0.67 -0.08 -0.05 0.23
H 0.526981 1.425149 -2.198777 -1.25 0.07 1.06 0.24
H 1.431478 2.392814 -1.025277 0.43 -0.37 0.44 0.23
H -0.725538 -2.299196 0.581636 0.07 -0.31 0.71 0.22
H 1.158193 -1.917320 0.652936 -0.31 -0.20 0.19 0.23
H -1.213126 -0.429674 -0.000367 0.13 1.37 -1.34 0.48
H -3.499067 -0.889761 -0.157178 -0.15 -0.47 0.00 0.51
H -3.207172 0.578427 -0.150973 0.02 0.58 0.00 0.51
O -2.818770 -0.262062 0.088538 0.00 -0.16 0.08 -0.95

13
Properties=species:S:1:pos:R:3:forces:R:3:nbo_charge:R:1 method="wB97M-V/def2-TZVPD" orbital_gap_ev=9.83 de_lowest_ev=4.918 total_charge=0
O 1.785142 -1.043140 0.500037 -0.05 -0.12 -0.24 -0.70
C 1.465740 0.308085 0.481035 -0.25 0.29 0.16 -0.16
C 0.665736 0.996519 -0.466295 0.24 -0.32 0.06 -0.26
C -1.765443 0.482934 0.120944 -0.01 -0.12 -0.02 -0.36
C -1.479123 -0.785386 -0.179833 -0.02 0.12 0.03 -0.41
H 1.490936 -1.421327 -0.340813 0.07 0.01 0.13 0.47
H 2.208486 0.996010 -0.119434 0.07 0.09 -0.06 0.27
H 1.520641 0.688727 1.503137 -0.01 -0.03 -0.15 0.20
H 0.645521 0.388147 -1.393497 -0.05 0.08 0.09 0.13
H -1.624848 0.880129 1.122208 0.00 -0.08 -0.15 0.21
H -2.192166 1.163492 -0.609914 0.07 -0.11 0.08 0.21
H -1.066346 -1.468742 0.558763 -0.09 0.11 -0.09 0.20
H -1.654281 -1.185442 -1.176337 0.03 0.08 0.14 0.20

16
Properties=species:S:1:pos:R:3:forces:R:3:nbo_charge:R:1 method="wB97M-V/def2-TZVPD" orbital_gap_ev="7.54 / 7.06" de_lowest_ev=3.999 total_charge=0
C -1.649877 -1.502253 1.060743 0.58 -1.38 0.77 -0.31
C -2.030477 -0.190699 1.201901 -0.84 0.74 0.91 0.03
C -0.833504 -1.843148 0.000573 -1.52 1.57 0.64 -0.39
C -0.465294 0.604685 -0.286202 1.22 -1.49 -2.93 0.23
C 2.174610 0.644278 -0.746129 -0.15 0.52 -0.81 -0.61
C 0.833138 1.442893 -0.657981 -1.22 -0.04 1.66 -0.46
O -1.305710 0.850985 0.704307 0.89 -0.42 -0.56 -0.40
S -0.897378 -0.790317 -1.416079 0.06 1.32 1.22 0.18
H -1.866502 -2.221223 1.961740 0.32 1.36 -2.00 0.24
H -2.730443 0.122641 1.961075 0.15 0.29 -0.08 0.19
H -0.352520 -2.748439 -0.059467 1.35 -1.81 -0.12 0.21
H 3.023580 1.370290 -0.911848 -1.00 -0.55 -0.09 0.21
H 2.124646 -0.044964 -1.681055 0.23 0.73 2.11 0.23
H 2.393266 0.230488 0.248424 -0.11 -0.73 -0.69 0.22
H 0.785348 1.986592 -1.651146 -0.72 -0.31 1.36 0.23
H 0.797118 2.088191 0.271144 0.75 0.19 -1.40 0.22

83
Properties=species:S:1:pos:R:3:forces:R:3:mulliken_spin:R:1 method="wB97M-V/def2-TZVPD" s_squared=6.040 orbital_gap_ev="8.44 / 5.11" spin_multiplicity=5 total_charge=+2
C 0.685441 -1.148377 -2.796331 -0.01 0.04 0.05 0.00
C -0.342327 -1.601507 -1.963748 -0.22 0.26 -0.10 0.04
C -1.641447 -1.745532 -2.474534 0.12 -0.01 0.21 0.00
C -1.894881 -1.497047 -3.818505 0.17 0.07 -0.22 0.00
C -0.855242 -1.103872 -4.666685 0.08 -0.10 0.53 0.02
C 0.425847 -0.907587 -4.135139 0.00 -0.19 -0.12 -0.01
P -0.003335 -1.845621 -0.203680 0.23 -3.66 -1.53 -0.11
C -1.283907 -2.993237 0.397615 0.17 0.18 0.02 -0.05
C -2.303633 -2.531526 1.242011 0.02 -0.49 -0.31 0.03
C -3.355696 -3.399183 1.550034 0.06 0.06 0.08 0.01
C -3.373202 -4.707310 1.054349 0.18 0.20 -0.17 0.00
C -2.329574 -5.164889 0.241600 0.25 0.34 0.04 0.00
C -1.271367 -4.309994 -0.081434 -0.48 0.05 0.30 0.00
Co -0.031320 -0.019349 0.814358 -0.50 0.23 3.00 2.72
P 0.024673 1.862970 -0.131644 0.33 2.72 -1.18 0.08
C -1.342981 1.803996 -1.328315 0.08 0.12 -0.22 -0.04
C -1.123238 2.140321 -2.667445 -0.19 -0.08 -0.11 0.02
C -2.192711 2.188603 -3.562062 -0.07 -0.10 0.08 0.00
C -3.484873 1.875189 -3.128381 0.20 0.14 0.11 0.01
C -3.694385 1.473700 -1.803984 0.02 0.05 0.16 0.01
C -2.630599 1.447380 -0.894309 0.01 -0.12 -0.42 0.03
C -0.207132 3.325712 0.931385 -0.52 0.03 0.11 0.01
C 0.705103 3.542251 1.968520 0.05 0.49 0.16 0.02
C 0.588255 4.690116 2.764255 -0.15 -0.24 -0.25 -0.01
C -0.465341 5.591801 2.553149 0.23 -0.24 0.01 0.01
C -1.394816 5.351516 1.542427 -0.05 -0.19 -0.11 0.00
C -1.279926 4.212340 0.739230 0.27 -0.01 -0.03 0.02
C 1.623809 2.107829 -0.953440 -0.03 -0.02 0.02 -0.03
C 2.683466 1.194137 -0.797956 -0.11 0.57 -0.42 0.04
C 3.880202 1.433667 -1.488017 0.00 -0.25 0.25 0.01
C 4.037317 2.575077 -2.276026 -0.24 0.13 -0.09 0.00
C 2.994877 3.507378 -2.376554 -0.14 -0.23 0.20 0.00
C 1.788439 3.271200 -1.713634 0.41 0.08 -0.12 0.00
C 1.607235 -2.701968 -0.082659 -0.01 0.23 -0.10 -0.02
C 2.100358 -3.472282 -1.145342 0.06 -0.07 0.21 0.00
C 3.334515 -4.113137 -1.022675 -0.19 0.07 0.07 0.00
C 4.079390 -3.987276 0.151943 -0.23 0.18 -0.08 0.00
C 3.586978 -3.209813 1.203942 -0.08 0.05 0.09 0.00
C 2.354242 -2.562181 1.098542 0.07 -0.19 -0.34 0.01
H 1.519475 2.833222 2.145083 -0.16 0.27 -0.07 0.00
H 1.321347 4.878115 3.548375 -0.22 -0.05 -0.18 0.00
H -0.557788 6.475620 3.189071 0.05 -0.29 -0.27 0.00
H -2.215337 6.050085 1.365923 0.27 -0.23 0.10 0.00
H -2.003316 4.014926 -0.054229 0.18 0.17 0.24 0.00
H -0.115796 2.357546 -3.014675 -0.27 -0.01 0.02 0.00
H -2.006644 2.470075 -4.601312 -0.11 -0.07 0.36 0.00
H -4.329043 1.970536 -3.819084 0.34 -0.18 0.29 0.00
H -4.700314 1.198259 -1.473603 0.39 0.12 -0.09 0.00
H -2.798177 1.128971 0.138105 -0.06 0.19 -0.19 0.00
H 2.587199 0.326857 -0.135875 0.06 0.14 -0.30 0.02
H 4.702871 0.718214 -1.397309 -0.28 0.29 -0.01 0.00
H 4.974104 2.749094 -2.818234 -0.40 -0.11 0.30 0.00
H 3.107874 4.417972 -2.962430 0.06 -0.24 0.11 0.00
H 0.977287 4.002890 -1.770929 0.30 -0.21 -0.02 0.00
H 1.516815 -3.576507 -2.062655 0.24 0.02 0.27 0.00
H 3.700044 -4.713410 -1.853039 -0.01 0.10 0.21 0.00
H 5.045204 -4.486274 0.239568 -0.30 0.15 0.02 0.00
H 4.165334 -3.106362 2.119165 -0.08 -0.04 -0.18 0.00
H 1.963284 -1.964916 1.931073 0.20 -0.24 -0.26 0.01
H -2.272101 -1.515160 1.654142 -0.14 -0.35 -0.19 0.07
H -4.167728 -3.043013 2.179430 0.13 -0.14 -0.08 0.00
H -4.204791 -5.372573 1.291302 0.25 0.23 -0.03 0.00
H -2.326447 -6.177726 -0.152347 -0.07 0.15 0.15 0.00
H -0.439055 -4.658060 -0.690510 -0.24 0.03 0.04 0.00
H -2.450702 -2.063635 -1.819013 0.14 0.04 -0.14 0.00
H -2.905129 -1.607322 -4.215013 0.30 -0.05 0.14 0.00
H -1.051240 -0.951306 -5.726505 0.06 -0.03 0.33 0.00
H 1.260747 -0.578061 -4.752859 -0.33 -0.23 0.19 0.00
H 1.695968 -0.993250 -2.411890 -0.30 -0.08 -0.10 0.00
H 0.075922 0.601803 -6.393241 0.80 0.08 0.09 0.00
H 0.749453 0.457546 -6.069323 -0.71 0.48 -0.74 0.00
F 0.152826 -0.351144 8.190699 -0.14 0.04 -2.11 0.04
C 0.056561 -0.276609 6.855641 0.09 0.22 1.95 0.26
C -0.222678 0.940034 6.238314 -0.30 1.74 0.37 -0.02
F -0.398343 2.040052 7.004888 0.16 -1.34 -1.02 0.00
C -0.338168 1.006236 4.867938 -0.63 2.32 0.24 0.16
F -0.728208 2.188013 4.329955 0.68 -1.58 0.41 0.02
C -0.097610 -0.110420 4.008776 -0.27 0.00 -1.30 0.12
O -0.121605 -0.027394 2.735951 0.13 0.00 1.65 0.38
C 0.112569 -1.344012 4.696753 0.06 -1.61 -0.04 0.13
F 0.181464 -2.479973 3.984435 0.11 1.07 0.41 0.01
C 0.191207 -1.413513 6.061996 0.37 -1.86 0.28 -0.01
F 0.394467 -2.588939 6.676619 -0.17 0.98 -0.63 0.00